35
Properties=species:S:1:pos:R:3:mulliken_charge:R:1 method="wB97M-V/def2-TZVPD" e_homo_ev=-6.6158 total_charge=-1 lumo_energy_ev=2.767 e_above_lowest_kj_mol=441.5
O 2.471 0.802 -0.588 -0.841
H -0.422 1.430 -2.311 0.437
H -0.874 0.878 4.473 0.312
O 0.814 -0.516 1.572 -0.700
H 1.078 0.537 1.507 0.204
H 0.759 -0.677 0.643 0.369
O 2.049 1.266 3.398 -0.611
H 1.437 1.865 3.262 0.315
O -1.447 1.350 3.815 -0.652
H -3.387 -1.813 -2.387 0.350
H -1.732 0.716 3.123 0.343
O -1.078 2.043 -2.605 -0.678
H -1.492 -1.274 -2.010 0.409
H 1.403 2.920 0.478 0.228
O -2.506 1.015 1.431 -0.594
H -2.765 -4.289 1.103 0.309
H 2.235 0.870 2.480 0.400
O -3.192 -2.060 -3.354 -0.694
H -2.525 -2.846 -3.303 0.332
H -3.085 1.735 1.140 0.285
O 3.384 -1.146 -2.147 -0.659
H 2.664 -1.303 -1.501 0.354
H 4.086 -0.654 -1.617 0.326
O -1.347 -1.576 -1.102 -0.630
H -0.586 -1.088 -0.839 0.171
H 2.218 1.690 0.627 0.386
O -2.374 -3.723 1.834 -0.650
H 3.206 0.315 -0.583 0.055
H 1.229 0.051 -3.121 0.254
O 0.721 0.142 -2.212 -0.768
H -1.545 -3.206 1.580 0.337
H -1.986 0.915 0.647 0.304
O 1.758 2.480 1.204 -0.701
H 1.534 0.403 -1.524 0.440
H -0.703 2.750 -3.112 0.258